1.
{
  "formula": "C4H8O2",
  "method": "ωB97M-V/def2-TZVPD",
  "homo_energy_ha": -0.370,
  "smiles": "C[C@@H](O)CC=O",
  "spin_multiplicity": 1,
  "lumo_ev": 0.9,
  "symbols": ["C", "C", "O", "C", "C", "O", "H", "H", "H", "H", "H", "H", "H", "H"],
  "xyz": [[-1.753037, -0.236526, -0.299757], [-0.324882, 0.205183, -0.579340], [-0.244492, 1.547873, -0.153402], [0.691955, -0.707813, 0.172302], [1.760523, 0.091264, 0.881544], [2.412515, 0.956997, 0.336859], [-2.466272, 0.442978, -0.774223], [-1.937589, -1.253463, -0.658765], [-1.942050, -0.208691, 0.777926], [-0.129773, 0.146435, -1.659926], [0.640877, 1.874289, -0.367338], [1.193061, -1.383114, -0.533801], [0.178573, -1.346793, 0.897542], [1.920587, -0.128614, 1.960378]],
  "forces_ev_per_angstrom": [[-0.1, 0.0, 0.0], [-0.2, -0.2, -0.1], [0.1, 0.2, -0.1], [0.0, 0.0, 0.1], [0.2, 0.3, -0.2], [-0.3, -0.5, 0.3], [0.2, -0.1, 0.0], [0.1, 0.1, 0.0], [0.1, 0.0, -0.1], [0.0, 0.0, 0.2], [-0.1, 0.0, 0.1], [0.0, 0.1, 0.1], [0.0, 0.1, 0.0], [0.1, 0.0, -0.2]]
}

=====

2.
{
  "formula": "C3H3NO2",
  "method": "ωB97M-V/def2-TZVPD",
  "homo_energy_ha": [-0.348, -0.336],
  "spin_multiplicity": 1,
  "lumo_ev": [-1.2, -0.7],
  "symbols": ["C", "C", "C", "N", "O", "O", "H", "H", "H"],
  "xyz": [[1.462289, -0.095484, 0.534396], [0.258136, -0.029333, 0.105108], [0.413903, 0.845591, 1.331743], [-1.625736, -0.800019, -1.724753], [-1.957490, -1.826532, -1.349005], [-1.582354, -0.235175, -2.729418], [2.514014, -0.064265, 0.552214], [-0.030378, 0.349885, 2.146030], [0.547615, 1.855331, 1.133683]],
  "forces_ev_per_angstrom": [[-1.2, 0.6, -0.4], [0.9, 0.1, 0.2], [-0.1, -2.6, -1.9], [1.6, 2.4, 2.0], [-1.4, -3.7, 1.0], [-0.1, 1.3, -2.9], [0.8, -0.5, -0.1], [-0.4, 0.6, 1.5], [-0.1, 1.9, 0.5]]
}

=====

3.
{
  "formula": "C5H8O2S",
  "method": "ωB97M-V/def2-TZVPD",
  "homo_energy_ha": -0.330,
  "smiles": "O=C[C@@H]1OCCCS1",
  "spin_multiplicity": 1,
  "lumo_ev": 0.1,
  "symbols": ["C", "C", "C", "C", "C", "H", "H", "H", "H", "H", "H", "H", "H", "O", "O", "S"],
  "xyz": [[-1.392654, -0.728461, -1.550754], [0.154730, -0.880158, -1.228563], [0.832910, 1.626190, 0.059057], [0.635006, 0.562221, 1.252193], [-0.244284, -0.753973, 1.169026], [-1.666581, -1.765860, -1.282895], [0.300104, -1.684206, -2.013077], [0.136933, 2.536895, -0.112114], [1.715879, 2.323579, 0.381670], [1.644374, 0.168889, 1.229955], [0.310665, 1.214458, 2.003670], [-1.268681, -0.542417, 0.945572], [-0.394608, -1.409179, 2.046591], [-2.180455, 0.317699, -1.694139], [0.176563, -1.634229, 0.100296], [1.240098, 0.648554, -1.306487]],
  "forces_ev_per_angstrom": [[-2.5, 5.2, 1.7], [-1.5, 0.1, 1.0], [-0.7, 1.8, 2.0], [-0.1, -0.4, -1.8], [-0.4, 0.6, -1.3], [-1.4, 0.2, -0.7], [1.3, 1.1, 0.8], [-0.1, -2.2, 0.1], [-0.8, -2.0, -0.6], [0.4, 0.1, 1.2], [0.0, 0.2, 2.0], [-0.9, 0.8, -0.2], [1.2, 0.6, 0.0], [4.7, -6.1, 0.4], [0.4, 1.7, -2.1], [0.5, -1.8, -2.6]]
}

=====

4.
{
  "formula": "C3H8I2N2",
  "method": "ωB97M-V/def2-TZVPD",
  "homo_energy_ha": [-0.325, -0.325],
  "spin_multiplicity": 1,
  "lumo_ev": [-1.0, -1.1],
  "symbols": ["C", "C", "C", "N", "N", "I", "I", "H", "H", "H", "H", "H", "H", "H", "H"],
  "xyz": [[0.818658, -1.019503, 1.273823], [0.917761, -0.767505, -0.263946], [0.641826, 0.658453, -0.776741], [-0.630807, 0.903209, -1.396830], [-1.863707, 0.755227, 0.322278], [-3.179408, 2.206717, 0.081705], [-2.573241, -1.170472, 0.201190], [1.417598, -1.987734, 1.531272], [1.175874, -0.025743, 1.656434], [-0.202656, -1.213323, 1.550656], [0.092056, -1.437642, -0.644565], [1.916578, -1.127482, -0.492955], [0.851851, 1.329286, 0.021346], [1.389175, 1.034369, -1.497554], [-0.771559, 1.862145, -1.566117]],
  "forces_ev_per_angstrom": [[1.3, 0.4, -0.7], [-1.6, -1.4, 0.1], [0.6, -0.1, -0.2], [-0.8, -2.7, 1.6], [2.0, -0.8, -1.1], [-1.0, 0.8, -0.2], [-0.6, 0.3, -0.2], [-0.7, 2.1, -0.2], [0.0, -1.4, 0.8], [-0.2, 0.2, 0.4], [1.4, 0.5, -0.5], [-0.1, 0.1, -0.8], [-0.2, 0.9, 1.1], [0.0, -0.6, -0.3], [-0.1, 1.7, 0.0]]
}

=====

5.
{
  "formula": "CH2BrClFNO2S",
  "method": "ωB97M-V/def2-TZVPD",
  "homo_energy_ha": -0.401,
  "spin_multiplicity": 1,
  "lumo_ev": -1.6,
  "symbols": ["C", "N", "O", "O", "F", "S", "Cl", "Br", "H", "H"],
  "xyz": [[-2.708199, -0.226020, 0.486200], [-0.150395, 0.153430, 0.149414], [-1.532241, -0.844262, -1.802000], [-1.017378, -2.192406, 0.238992], [-2.518878, -0.209761, 1.785076], [-1.275651, -0.920046, -0.411115], [-4.480869, -1.560312, 0.000548], [-3.329051, 1.432984, -0.167592], [0.198962, 0.197546, 1.003545], [-0.396846, 1.056036, -0.053144]],
  "forces_ev_per_angstrom": [[-2.9, -1.1, -0.7], [-1.6, -1.8, -5.1], [0.4, 0.8, 0.2], [-0.1, 1.8, -0.9], [-0.2, -0.3, -0.4], [0.4, -2.6, 2.4], [2.7, 1.6, 0.8], [0.2, 0.1, 0.0], [1.7, -1.3, 5.0], [-0.7, 2.8, -1.5]]
}

=====

6.
{
  "formula": "C8H9Br2F",
  "method": "ωB97M-V/def2-TZVPD",
  "homo_energy_ha": -0.348,
  "smiles": "Fc1ccccc1.BrCCBr",
  "spin_multiplicity": 1,
  "lumo_ev": 0.5,
  "symbols": ["Br", "C", "C", "Br", "H", "H", "H", "H", "F", "C", "C", "C", "C", "C", "C", "H", "H", "H", "H", "H"],
  "xyz": [[-0.907836, 0.971930, -6.078553], [-0.899566, 0.414060, -4.162413], [-2.287006, 0.443900, -3.545373], [-3.026566, 2.303250, -3.345223], [-0.216936, 1.054740, -3.604153], [-0.457496, -0.582270, -4.162733], [-2.269236, -0.197430, -2.664193], [-2.885196, -0.072790, -4.295893], [2.930054, -2.036530, 3.690987], [2.054514, -1.218690, 3.092557], [2.415794, -0.203870, 2.227967], [1.456694, 0.744210, 1.868327], [0.105524, 0.500900, 2.114797], [-0.278706, -0.608780, 2.909097], [0.750774, -1.409810, 3.372727], [3.478684, -0.015880, 2.191687], [1.579544, 1.705110, 1.390857], [-0.678636, 1.137560, 1.732497], [-1.310086, -0.757270, 3.192987], [0.445684, -2.172350, 4.074047]],
  "forces_ev_per_angstrom": [[0.1, -0.2, 1.0], [0.4, 0.8, 0.0], [0.2, -0.3, -1.5], [0.6, -1.5, 0.1], [0.0, 0.2, -0.4], [-0.4, -0.1, 0.0], [-0.3, 0.8, 0.5], [-0.6, 0.3, 0.3], [0.5, 0.1, -0.3], [-0.1, 0.3, -0.9], [1.0, 1.0, 1.3], [-1.3, -0.4, -0.4], [-0.5, -1.3, 0.9], [1.3, 1.5, -1.2], [-2.6, -1.0, 1.4], [0.1, 0.2, -0.6], [1.1, -0.2, -0.3], [0.2, 0.4, 0.0], [0.0, -0.2, 0.0], [0.3, -0.4, 0.1]]
}

=====

Taking the records one at a time from the top gives relative energy (zero: lowest compared OMol25 entry of this formula, charge and spin) values of 26.90 220.58 87.74 46.16 43.77 20.91 kcal/mol.
Taking the records one at a time from the top gives electronic energy values of -8372.1151 -8735.5657 -20241.1237 -22417.1977 -102769.4177 -151243.6662 eV.